# 1
Formula: C30H47AsClGeN2OSi2Ti
Source: the OMol25 dataset
Level of theory: the ωB97M-V functional and the def2-TZVPD basis

Geometry (Å):
Ti  -0.1105  0.1799  -1.3933
Cl  5.3354  5.0660  -1.0798
C  4.2457  3.7457  -1.1456
C  4.7386  2.4357  -1.1310
C  3.8840  1.3485  -1.1811
C  2.5188  1.5665  -1.2380
O  1.6483  0.5418  -1.2926
C  2.0029  2.8746  -1.2768
C  0.6158  3.1222  -1.4680
N  -0.3357  2.2312  -1.5474
C  -1.6774  2.6399  -1.8412
C  -2.1779  3.9127  -1.7493
C  -3.5013  4.1890  -2.1510
C  -4.3017  3.2055  -2.6599
C  -3.8146  1.8812  -2.7590
C  -4.5606  0.8136  -3.3053
C  -4.0103  -0.4419  -3.3886
C  -2.7224  -0.6466  -2.8958
N  -1.9936  0.3270  -2.3568
C  -2.5102  1.6021  -2.3123
C  2.8900  3.9665  -1.2329
H  5.8089  2.2794  -1.0910
H  4.2716  0.3398  -1.1811
H  0.3441  4.1662  -1.6031
H  -1.5796  4.7312  -1.3723
H  -3.8700  5.2022  -2.0701
H  -5.3055  3.4272  -2.9982
H  -5.5627  1.0002  -3.6726
H  -4.5523  -1.2704  -3.8212
H  -2.2747  -1.6339  -2.9311
H  2.5115  4.9801  -1.2808
C  2.2752  -4.8080  -1.9610
C  0.7562  -4.7749  -1.8533
C  0.1203  -3.5346  -2.4807
C  0.5940  -2.2065  -1.8522
Ge  0.0542  -2.2662  0.1113
C  1.2976  -3.0127  1.4287
C  2.4968  -2.1564  1.8179
C  3.5285  -1.9779  0.7121
C  4.7301  -1.1623  1.1719
H  2.6702  -5.7355  -1.5499
H  2.7498  -3.9863  -1.4183
H  2.5946  -4.7489  -3.0025
H  0.4425  -4.8702  -0.8067
H  0.3344  -5.6461  -2.3557
H  -0.9683  -3.6055  -2.4032
H  0.3668  -3.5080  -3.5454
H  0.1733  -1.4401  -2.5613
H  1.6725  -2.0738  -1.9238
H  -1.2681  -3.0307  0.0340
H  1.6112  -3.9906  1.0576
H  0.6503  -3.1987  2.2897
H  2.9808  -2.6281  2.6775
H  2.1550  -1.1711  2.1610
H  3.0557  -1.4958  -0.1544
H  3.8622  -2.9620  0.3732
H  4.4359  -0.1499  1.4630
H  5.4866  -1.0821  0.3912
H  5.2077  -1.6295  2.0335
C  -0.9800  2.6146  3.6321
Si  0.4243  1.4374  3.7231
C  0.3689  0.0041  4.8508
C  2.0093  1.9198  2.9370
As  -0.5199  -0.0051  0.9823
Si  -2.9256  -0.3202  1.4209
C  -3.7419  -1.6430  0.4031
C  -3.7052  1.3565  1.1500
C  -2.9163  -0.8170  3.2177
H  -0.6100  3.6374  3.7463
H  -1.7341  2.4229  4.3953
H  -1.4514  2.5582  2.6484
H  0.5993  0.3883  5.8552
H  1.1215  -0.7464  4.6102
H  -0.6200  -0.4476  4.9107
H  2.4504  2.7352  3.5240
H  1.8501  2.3030  1.9281
H  2.7230  1.0968  2.9153
H  -3.6356  -1.5195  -0.6733
H  -4.8113  -1.5824  0.6299
H  -3.4148  -2.6448  0.6792
H  -3.2837  1.9083  0.3086
H  -3.6299  1.9827  2.0402
H  -4.7716  1.2201  0.9507
H  -2.1045  -1.5039  3.4629
H  -3.8510  -1.3359  3.4459
H  -2.8611  0.0503  3.8782

Cartesian forces (eV/Å) of the 6 atoms listed first:
0.7 0.1 0.7
0.0 0.0 0.0
0.0 0.0 0.0
0.0 0.0 0.0
0.0 0.0 0.1
0.0 0.1 -0.1

## Properties
- Frontier orbital gap: 6.6 eV
- Total charge: +3
- Largest force on an atom: 1.02 eV/Å
- LUMO: -9.68 eV

=====

# 2
Formula: C8H27N4O11
Source: the OMol25 dataset
Level of theory: the ωB97M-V functional and the def2-TZVPD basis

Geometry (Å):
N  -0.1340  -1.2583  0.7237
H  -0.7692  -0.4494  0.8915
H  -0.7352  -1.6967  0.0067
H  0.0232  -1.7382  1.6044
H  0.7812  -0.9188  0.3624
N  -2.1337  -2.2932  -2.3557
O  -1.5230  -3.0519  -3.1316
O  -1.9701  -2.4326  -1.0995
O  -2.8932  -1.3995  -2.7781
N  2.8970  -2.2472  2.0003
O  2.7453  -2.5780  0.8059
O  3.9706  -2.4651  2.5872
O  1.9622  -1.6755  2.6234
C  -1.3496  2.1937  0.0836
C  -2.5910  2.3989  -0.7484
O  -3.5730  3.1640  -0.0301
O  -1.4763  1.1674  1.0536
H  -1.0148  3.1719  0.4504
H  -0.5023  1.8707  -0.5289
H  -2.9576  1.4558  -1.1626
H  -2.3788  2.9759  -1.6586
H  -3.4891  4.0702  -0.3268
H  -1.9203  1.5426  1.8236
C  -0.9255  -1.2333  3.9339
C  -1.5272  -1.2255  5.3274
O  -2.9492  -1.0157  5.4216
O  -1.4868  -2.2304  3.0635
H  0.1408  -1.4570  4.0585
H  -0.9373  -0.2285  3.4927
H  -1.0212  -0.4771  5.9373
H  -1.3306  -2.1725  5.8458
H  -3.3595  -1.8014  5.0467
H  -2.2851  -2.4656  3.5403
C  1.3772  -0.8464  -2.8989
C  2.3768  0.0296  -2.1304
C  2.0541  1.4663  -2.5259
O  2.5245  1.6733  -3.8321
C  2.2478  2.9137  -4.4452
N  2.1190  -0.1607  -0.6914
H  0.3617  -0.4509  -2.8301
H  1.3353  -1.8952  -2.6014
H  1.6382  -0.8341  -3.9598
H  3.3974  -0.3045  -2.3293
H  2.5598  2.1945  -1.8609
H  0.9954  1.7181  -2.3938
H  1.2831  3.3181  -4.1159
H  2.2842  2.6894  -5.5072
H  2.9888  3.6638  -4.1389
H  2.7691  0.4332  -0.1778
H  2.4010  -1.1077  -0.4251

Cartesian forces (eV/Å) of the 6 atoms listed first:
-0.9 1.3 -0.2
0.9 -0.1 0.4
0.4 -1.2 -0.2
0.0 -0.6 -0.3
-0.7 0.0 -0.1
0.3 -0.1 0.0

## Properties
- Relative energy (zero: lowest compared OMol25 entry of this formula, charge and spin): 69.27 kJ/mol
- Frontier orbital gap: 7.6 eV
- Total charge: -1
- Largest force on an atom: 1.92 eV/Å
- LUMO: 2.23 eV

=====

# 3
Formula: C6H15N
Source: the OMol25 dataset
Level of theory: the ωB97M-V functional and the def2-TZVPD basis

Geometry (Å):
C  -1.1506  -1.0038  -1.0112
C  -2.2879  -0.6522  -1.9729
C  -1.1929  -0.4451  0.4064
N  0.0893  -0.5038  1.0528
C  2.4555  0.0146  1.3243
C  1.1890  0.2537  0.5194
C  0.8501  1.7853  0.4171
H  -0.2709  -0.5198  -1.4577
H  -0.9204  -2.0677  -1.0666
H  -1.9646  -1.0283  -2.9419
H  -2.5408  0.4028  -2.0319
H  -3.2164  -1.1667  -1.7089
H  -1.5420  0.5946  0.3747
H  -1.9556  -0.9662  0.9869
H  0.1703  -0.8283  1.9964
H  2.8892  -0.9564  1.0514
H  2.3909  0.0142  2.4117
H  3.2203  0.6998  0.9510
H  1.4809  -0.0784  -0.4829
H  1.7379  2.3489  0.6901
H  0.0488  2.0878  1.0880
H  0.5197  2.0149  -0.5963

Cartesian forces (eV/Å) of the 6 atoms listed first:
0.7 1.1 -0.7
-0.2 -0.8 0.5
-0.5 0.0 0.1
0.3 -0.9 -0.4
0.8 -0.7 -0.6
-0.1 1.0 0.6

## Properties
- Relative energy (zero: lowest compared OMol25 entry of this formula, charge and spin): 86.56 kJ/mol
- Frontier orbital gap: 9.3 eV
- Total charge: 0
- Largest force on an atom: 1.48 eV/Å
- SMILES: CCCNC(C)C
- LUMO: 1.17 eV

=====

# 4
Formula: C22H19Br2Cl3N3O2S3SiW
Source: the OMol25 dataset
Level of theory: the ωB97M-V functional and the def2-TZVPD basis

Geometry (Å):
W  -0.5931  0.5141  -0.0570
Br  2.0965  -3.5938  -1.3907
C  0.2303  -3.4935  -1.2065
C  -0.5636  -4.6546  -1.3176
C  -1.9237  -4.5844  -1.2187
Br  -2.9450  -6.1608  -1.3908
C  -2.5726  -3.3422  -0.9913
C  -3.9630  -3.1241  -0.9020
C  -4.4288  -1.8517  -0.7138
C  -3.5312  -0.7880  -0.5526
N  -2.2201  -0.9605  -0.5802
C  -1.7496  -2.2160  -0.8476
C  -0.3504  -2.2747  -0.9729
O  0.2872  -1.1186  -0.8672
H  -0.0830  -5.6060  -1.4959
H  -4.6459  -3.9576  -0.9944
H  -5.4885  -1.6479  -0.6664
H  -3.8903  0.2164  -0.3863
S  2.0098  0.9791  -0.2464
C  2.5798  1.2207  -1.8384
N  2.1047  0.4855  -2.8638
C  2.4958  0.6345  -4.1503
C  3.4649  1.5338  -4.4676
C  4.0464  2.2756  -3.4257
C  3.6217  2.1165  -2.1327
H  1.3854  -0.1992  -2.6451
H  2.0002  0.0056  -4.8728
H  3.7771  1.6594  -5.4926
H  4.8305  2.9868  -3.6492
H  4.0507  2.6812  -1.3185
C  0.3435  -1.3914  6.0670
C  0.2997  -1.0469  4.6099
C  0.9914  0.0431  4.0939
C  0.8950  0.3485  2.7536
N  0.1547  -0.3640  1.8912
C  -0.4760  -1.4437  2.3782
C  -0.4272  -1.8125  3.7030
H  0.5499  -0.5123  6.6742
H  1.1336  -2.1214  6.2554
H  -0.5967  -1.8345  6.3908
H  1.6015  0.6647  4.7353
H  1.4325  1.1960  2.3480
H  -1.0445  -2.0356  1.6724
H  -0.9698  -2.6900  4.0284
C  0.8836  5.6368  1.0037
O  0.5964  5.1731  -0.3289
C  0.1540  3.9552  -0.5196
S  -0.0860  3.6212  -2.1860
S  -0.1605  2.9465  0.7875
H  1.2519  6.6480  0.8748
H  1.6390  5.0024  1.4645
H  -0.0251  5.6303  1.6028
Cl  -3.2720  2.6271  -2.0569
Si  -1.3916  1.8006  -2.0228
Cl  -2.3809  1.1193  1.4112
Cl  -1.1287  1.1041  -3.9764

Cartesian forces (eV/Å) of the 6 atoms listed first:
0.5 0.0 0.4
0.0 0.0 0.0
0.1 0.0 0.0
0.0 0.0 0.0
0.0 0.0 0.0
0.0 0.0 0.0

## Properties
- Multiplicity: 3
- Relative energy (zero: lowest compared OMol25 entry of this formula, charge and spin): 26.69 kJ/mol
- Frontier orbital gap (alpha / beta): 7.2 / 7.0 eV
- Total charge: +1
- Largest force on an atom: 0.90 eV/Å
- LUMO (alpha / beta): -3.11 / -3.91 eV

=====

Copy entry 3 word for word.
Formula: C6H15N
Source: the OMol25 dataset
Level of theory: the ωB97M-V functional and the def2-TZVPD basis

Geometry (Å):
C  -1.1506  -1.0038  -1.0112
C  -2.2879  -0.6522  -1.9729
C  -1.1929  -0.4451  0.4064
N  0.0893  -0.5038  1.0528
C  2.4555  0.0146  1.3243
C  1.1890  0.2537  0.5194
C  0.8501  1.7853  0.4171
H  -0.2709  -0.5198  -1.4577
H  -0.9204  -2.0677  -1.0666
H  -1.9646  -1.0283  -2.9419
H  -2.5408  0.4028  -2.0319
H  -3.2164  -1.1667  -1.7089
H  -1.5420  0.5946  0.3747
H  -1.9556  -0.9662  0.9869
H  0.1703  -0.8283  1.9964
H  2.8892  -0.9564  1.0514
H  2.3909  0.0142  2.4117
H  3.2203  0.6998  0.9510
H  1.4809  -0.0784  -0.4829
H  1.7379  2.3489  0.6901
H  0.0488  2.0878  1.0880
H  0.5197  2.0149  -0.5963

Cartesian forces (eV/Å) of the 6 atoms listed first:
0.7 1.1 -0.7
-0.2 -0.8 0.5
-0.5 0.0 0.1
0.3 -0.9 -0.4
0.8 -0.7 -0.6
-0.1 1.0 0.6

## Properties
- Relative energy (zero: lowest compared OMol25 entry of this formula, charge and spin): 86.56 kJ/mol
- Frontier orbital gap: 9.3 eV
- Total charge: 0
- Largest force on an atom: 1.48 eV/Å
- SMILES: CCCNC(C)C
- LUMO: 1.17 eV